Entry 1:
The following is a DFT calculation (ωB97M-V/def2-TZVPD) of C43H64BN6P2Tl as an isolated structure at a distorted geometry.

Last column: Löwdin charge in e.
Atoms and positions in Å:
Tl: 0.301 0.106 0.724  1.043
C: -2.327 -0.257 2.914  -0.167
C: -2.315 -1.780 3.023  -0.103
C: -2.016 -2.510 1.750  -0.257
C: -2.602 -3.757 1.546  0.013
C: -2.337 -4.464 0.389  -0.009
C: -1.535 -3.871 -0.575  -0.039
C: -1.036 -2.611 -0.317  -0.207
N: -1.233 -1.953 0.826  0.045
N: -1.018 0.430 2.909  -0.186
C: -1.237 1.856 3.215  -0.099
C: -0.500 2.883 2.390  -0.270
C: -0.396 4.189 2.865  0.014
C: 0.168 5.158 2.055  -0.013
C: 0.623 4.800 0.792  -0.020
C: 0.507 3.478 0.413  -0.139
N: -0.052 2.549 1.187  -0.004
C: -0.096 -0.162 3.889  -0.134
C: 1.185 0.617 3.941  -0.271
C: 1.793 0.932 5.150  0.015
C: 2.939 1.709 5.139  -0.011
C: 3.399 2.186 3.920  -0.014
C: 2.733 1.816 2.764  -0.123
N: 1.678 1.009 2.768  0.059
H: -2.914 0.114 3.762  0.140
H: -2.835 0.019 1.984  0.098
H: -3.320 -2.079 3.328  0.134
H: -1.647 -2.132 3.814  0.122
H: -3.269 -4.159 2.292  0.126
H: -2.757 -5.443 0.230  0.125
H: -1.324 -4.358 -1.512  0.125
H: -0.450 -2.086 -1.062  0.077
H: -1.023 2.053 4.271  0.146
H: -2.298 2.082 3.073  0.123
H: -0.758 4.437 3.849  0.128
H: 0.248 6.176 2.401  0.124
H: 1.048 5.527 0.120  0.120
H: 0.850 3.138 -0.555  0.116
H: 0.140 -1.184 3.574  0.129
H: -0.550 -0.188 4.889  0.149
H: 1.379 0.567 6.076  0.127
H: 3.448 1.947 6.061  0.125
H: 4.266 2.820 3.861  0.120
H: 3.052 2.186 1.800  0.106
C: 4.833 -1.601 1.978  -0.093
C: 4.787 -1.137 0.519  -0.682
C: 5.921 -1.767 -0.289  -0.076
C: 4.977 0.383 0.475  -0.105
P: 2.986 -1.489 -0.047  1.139
C: 2.970 -0.657 -1.746  -0.271
N: 1.666 -0.166 -2.188  -0.003
B: 0.515 0.315 -1.540  -0.629
N: -0.406 0.850 -2.453  0.009
C: -1.625 1.627 -2.304  -0.263
P: -2.831 0.982 -1.003  1.161
C: -3.957 -0.109 -2.115  -0.682
C: -5.165 -0.523 -1.270  -0.097
C: -3.133 -1.366 -2.402  -0.100
C: -4.404 0.449 -3.468  -0.072
C: -3.815 2.596 -0.575  -0.671
C: -4.503 2.292 0.762  -0.103
C: -4.855 3.089 -1.577  -0.083
C: -2.822 3.737 -0.332  -0.103
C: 0.195 0.698 -3.708  -0.153
C: -0.272 1.037 -4.966  0.000
C: 0.528 0.746 -6.055  -0.066
C: 1.773 0.152 -5.894  -0.068
C: 2.260 -0.176 -4.643  0.000
C: 1.453 0.088 -3.548  -0.154
C: 2.785 -3.383 -0.422  -0.653
C: 4.039 -4.255 -0.431  -0.083
C: 1.872 -3.873 0.710  -0.113
C: 2.100 -3.562 -1.778  -0.086
H: 5.823 -1.434 2.397  0.097
H: 4.613 -2.663 2.063  0.066
H: 4.110 -1.048 2.579  0.066
H: 6.836 -1.215 -0.081  0.095
H: 5.737 -1.707 -1.360  0.085
H: 6.110 -2.795 -0.009  0.067
H: 5.736 0.673 1.196  0.097
H: 4.055 0.900 0.722  0.034
H: 5.323 0.714 -0.501  0.084
H: 3.351 -1.358 -2.492  0.082
H: 3.651 0.201 -1.704  0.098
H: -2.137 1.678 -3.265  0.075
H: -1.348 2.638 -2.001  0.081
H: -4.847 -0.829 -0.271  0.069
H: -5.672 -1.369 -1.732  0.093
H: -5.885 0.284 -1.179  0.070
H: -2.882 -1.876 -1.477  0.043
H: -2.217 -1.128 -2.943  0.080
H: -3.713 -2.051 -3.019  0.102
H: -4.802 1.453 -3.414  0.053
H: -5.194 -0.194 -3.851  0.098
H: -3.595 0.420 -4.195  0.074
H: -5.113 1.394 0.709  0.066
H: -5.152 3.120 1.042  0.096
H: -3.759 2.169 1.547  0.046
H: -5.685 2.395 -1.675  0.073
H: -4.409 3.288 -2.550  0.082
H: -5.264 4.031 -1.214  0.096
H: -1.916 3.368 0.130  0.031
H: -3.264 4.472 0.336  0.097
H: -2.573 4.255 -1.255  0.089
H: -1.224 1.520 -5.110  0.108
H: 0.176 0.985 -7.044  0.112
H: 2.375 -0.062 -6.762  0.112
H: 3.235 -0.626 -4.542  0.112
H: 4.567 -4.239 0.517  0.071
H: 4.718 -3.971 -1.229  0.078
H: 3.734 -5.287 -0.611  0.101
H: 2.426 -3.962 1.643  0.082
H: 1.453 -4.850 0.476  0.093
H: 1.048 -3.182 0.875  0.025
H: 2.821 -3.495 -2.588  0.087
H: 1.317 -2.830 -1.952  0.056
H: 1.653 -4.552 -1.829  0.095

Calculated values
* 2S+1: 1
* HOMO-LUMO gap: 7.3 eV
* calculated total energy: -2885.0989 Eh
* HOMO level: -12.701 eV
* total charge: +2


Entry 2:
The following is a DFT calculation (ωB97M-V/def2-TZVPD) of a 11-piece molecular cluster, C43H64N11O5 overall at a distorted geometry.

Last column: Löwdin charge in e.
Atoms and positions in Å:
C: 1.847 -0.992 -0.833  0.003
C: 0.400 -1.120 -0.507  -0.434
C: 0.242 -0.734 0.997  -0.152
C: 0.532 0.685 1.379  -0.131
C: -0.642 1.449 0.669  -0.102
C: -0.747 1.344 -0.893  -0.428
N: -0.420 -0.140 -1.300  0.139
O: -0.750 -0.561 -2.554  0.140
C: 0.106 2.300 -1.593  -0.015
C: -2.232 1.501 -1.297  -0.055
C: -0.100 -2.594 -0.797  0.019
H: 2.262 0.019 -0.500  0.116
H: 1.829 -1.184 -1.931  0.095
H: 2.555 -1.683 -0.572  0.076
H: 1.094 -1.280 1.573  0.142
H: -0.579 -1.073 1.446  0.062
H: 1.578 1.042 0.934  0.143
H: 0.401 0.785 2.397  0.078
H: -0.457 2.459 0.984  0.086
H: -1.512 1.321 1.146  0.043
H: -0.587 3.215 -1.227  0.144
H: 0.004 2.198 -2.601  0.047
H: 1.170 2.405 -1.363  0.081
H: -2.842 0.602 -0.937  0.093
H: -2.572 1.590 -2.401  0.108
H: -2.920 2.415 -0.812  0.143
H: -1.355 -2.684 -0.606  0.156
H: 0.386 -3.092 0.130  0.103
H: 0.265 -2.993 -1.661  0.000
N: -2.569 -5.944 -2.504  -0.030
C: -3.212 -5.962 -3.803  -0.075
C: -3.678 -4.580 -4.080  -0.050
C: -3.332 -3.864 -2.803  -0.094
C: -2.633 -4.777 -1.904  -0.188
H: -2.073 -6.775 -2.142  0.140
H: -3.344 -6.841 -4.471  0.102
H: -4.254 -4.118 -4.847  0.068
H: -3.440 -2.808 -2.637  0.062
H: -2.270 -4.628 -0.900  0.060
N: -3.940 0.753 2.484  -0.005
C: -4.275 1.771 1.519  -0.070
C: -3.613 3.045 1.998  -0.077
C: -3.008 2.704 3.290  -0.096
C: -3.206 1.248 3.588  -0.076
H: -4.381 -0.101 2.337  0.105
H: -4.809 1.398 0.808  0.027
H: -3.747 4.037 1.518  0.083
H: -2.580 3.336 4.109  0.090
H: -3.221 0.798 4.531  0.075
N: -0.329 0.875 7.791  0.032
C: 0.070 -0.099 6.941  -0.101
C: 0.345 0.537 5.661  -0.086
C: 0.119 2.033 5.823  -0.066
C: -0.339 2.143 7.204  -0.089
H: -0.451 0.567 8.579  0.028
H: 0.210 -1.096 7.251  0.096
H: 0.547 -0.018 4.767  0.042
H: 0.217 2.934 5.077  0.096
H: -0.778 3.005 7.564  0.070
N: 0.149 -4.949 1.737  -0.037
C: -1.164 -5.039 1.526  -0.187
C: -1.815 -3.983 2.246  -0.120
C: -0.821 -3.334 3.073  -0.068
C: 0.537 -4.034 2.747  -0.037
H: 0.862 -5.498 1.241  0.101
H: -1.474 -5.792 0.712  0.119
H: -2.903 -3.831 2.199  0.089
H: -1.072 -2.568 3.736  0.048
H: 1.504 -3.647 3.149  0.105
N: 0.937 -7.025 -0.743  -0.067
C: 1.625 -7.621 0.222  -0.122
C: 2.981 -6.914 0.368  -0.004
C: 2.929 -5.829 -0.685  -0.061
C: 1.628 -5.968 -1.382  -0.127
H: -0.057 -7.373 -1.193  0.210
H: 1.285 -8.234 0.881  0.042
H: 3.655 -7.240 0.989  0.008
H: 3.661 -4.962 -0.813  0.103
H: 1.284 -5.482 -2.315  0.084
N: 0.927 5.670 0.135  -0.030
C: 0.171 5.366 1.268  -0.083
C: 0.944 4.310 2.088  -0.051
C: 2.230 4.153 1.260  -0.118
C: 2.130 4.929 0.065  -0.146
H: 0.722 5.911 -0.851  0.071
H: -0.828 5.810 1.303  0.085
H: 0.543 3.707 2.940  0.057
H: 3.110 3.499 1.575  0.090
H: 2.719 4.981 -0.879  0.109
N: 2.055 3.309 -6.351  -0.015
C: 2.407 1.945 -6.313  -0.091
C: 2.735 1.538 -4.879  -0.039
C: 2.399 2.892 -4.060  -0.064
C: 2.021 3.913 -5.109  -0.114
H: 1.697 3.802 -7.088  0.105
H: 2.632 1.351 -7.161  0.077
H: 3.346 0.637 -4.478  0.095
H: 2.503 3.153 -2.940  0.066
H: 1.762 4.858 -5.155  0.028
N: -0.224 7.290 -1.904  -0.058
C: -0.222 6.113 -2.601  -0.150
C: -1.541 5.573 -2.335  -0.081
C: -2.205 6.419 -1.305  -0.039
C: -1.270 7.506 -1.104  -0.104
H: 0.564 7.879 -2.030  0.151
H: 0.576 5.847 -3.359  0.120
H: -2.002 4.485 -2.701  0.136
H: -3.025 6.369 -0.715  0.044
H: -1.297 8.377 -0.591  0.087
C: 0.019 -3.435 -4.668  0.047
N: 1.389 -2.826 -4.489  -0.442
O: 2.089 -3.265 -3.574  0.023
O: 1.709 -2.109 -5.359  0.106
H: -0.587 -3.665 -3.695  0.105
H: 0.118 -4.385 -5.018  0.057
H: -0.519 -2.755 -5.333  0.105
C: 3.874 1.230 4.435  0.085
N: 4.008 0.056 3.435  -0.436
O: 2.949 -0.555 3.265  0.012
O: 4.926 0.030 2.756  0.135
H: 4.710 1.903 4.485  0.094
H: 3.760 0.787 5.328  0.056
H: 3.261 1.945 3.989  0.068

Calculated values
* 2S+1: 1
* HOMO-LUMO gap: 4.3 eV
* calculated total energy: -2654.1941 Eh
* energy relative to the best compared isomer or geometry (same formula, charge and spin): 0.00 kcal/mol
* HOMO level: -10.009 eV
* total charge: +1


Number 1 is which compound? C43H64BN6P2Tl


Look up the total charge of the first one. +2


Which of these has the lowest HOMO level? C43H64BN6P2Tl